1.
{
  "formula": "C42H34Cl5CsN3O5P",
  "method": "ωB97M-V with the def2-TZVPD basis set",
  "symbols": ["Cs", "Cl", "Cl", "Cl", "Cl", "Cl", "P", "O", "O", "O", "O", "O", "N", "N", "N", "C", "C", "C", "C", "C", "C", "C", "C", "C", "C", "C", "C", "C", "C", "C", "C", "C", "C", "C", "C", "C", "C", "C", "C", "C", "C", "C", "C", "C", "C", "C", "C", "C", "C", "C", "C", "C", "C", "C", "C", "C", "C", "H", "H", "H", "H", "H", "H", "H", "H", "H", "H", "H", "H", "H", "H", "H", "H", "H", "H", "H", "H", "H", "H", "H", "H", "H", "H", "H", "H", "H", "H", "H", "H", "H", "H"],
  "xyz": [[0.7830, 1.8053, -1.0491], [-1.1893, 7.0406, -3.7726], [-3.8962, 6.1785, -5.0597], [-4.4937, 3.1597, -5.5650], [0.9429, 4.8989, -3.0033], [-2.3943, 0.9892, -4.7755], [3.8259, 3.0750, 1.1961], [-3.3225, -4.5159, 0.1338], [4.2163, -0.8166, 0.9568], [-1.1775, -2.7361, 2.7245], [-0.4053, -4.4041, -1.4888], [2.9987, 0.6350, -0.2590], [-0.0101, -1.6319, -1.5973], [-1.8288, -2.3750, -0.2192], [-0.0341, -1.2564, 0.6648], [6.7646, 5.7932, 2.1241], [-1.3701, -1.3512, 2.6890], [5.0525, 4.0793, 2.1504], [-2.8534, -2.5991, -1.1251], [-4.1798, -2.0237, -3.0590], [-0.2773, -1.7659, -3.9647], [-2.0168, 2.6946, -4.4742], [-2.1762, -0.7846, 3.6618], [0.1377, -3.1110, 3.1050], [-3.6596, -3.7346, -0.9440], [5.2946, 3.8972, 3.5130], [-0.7490, -4.4817, -3.8858], [-0.4818, -3.7941, -2.7104], [-1.9002, 1.3305, 2.5428], [4.7149, 1.4756, 1.1930], [5.7962, 5.0399, 1.4706], [0.5894, 2.5217, 4.4543], [-0.5410, -2.4499, -5.1424], [1.2366, 1.4051, 3.9533], [-0.6160, -1.7618, -0.4635], [6.9958, 5.5994, 3.4772], [-1.5127, 5.3550, -4.0461], [2.2354, 1.5413, 2.9971], [-0.7995, 3.0067, -3.9045], [-4.9529, -3.1574, -2.8860], [1.9012, 3.9165, 3.0043], [-2.7236, 4.9780, -4.6202], [6.2551, 4.6492, 4.1713], [-0.8428, -0.5652, 1.6631], [-4.1690, -5.5933, 0.4401], [3.8915, 0.3146, 0.5700], [-3.1451, -1.7411, -2.1775], [-0.2786, -2.3980, -2.7230], [-1.0690, 0.8071, 1.5333], [-4.6986, -4.0130, -1.8156], [-2.9835, 3.6267, -4.8418], [0.9252, 3.7824, 3.9778], [-2.4452, 0.5781, 3.5778], [2.5821, 2.8011, 2.5131], [-0.7901, -3.8106, -5.1050], [-0.6003, 4.3538, -3.7162], [-0.8616, -5.7278, -1.3916], [6.4285, 4.4954, 5.2299], [-2.5562, -0.8425, -2.3024], [-0.9291, -5.5479, -3.8614], [-0.2079, 2.4045, 5.1771], [-1.0113, -4.3606, -6.0117], [7.3317, 6.5364, 1.5761], [0.3521, -2.7656, 4.1227], [-2.1446, 2.3932, 2.5258], [0.9337, 0.4157, 4.2741], [-3.0896, 1.0425, 4.3212], [0.8604, -0.8309, 0.4464], [5.6108, 1.6003, 0.5776], [5.0457, 1.1837, 2.1912], [0.1784, -4.2003, 3.0792], [2.7177, 0.6500, 2.6150], [5.6052, 5.1996, 0.4151], [-0.8494, -5.9767, -0.3323], [-0.5642, -1.9086, -6.0802], [-0.0979, -0.6984, -3.9773], [-3.7849, -6.0322, 1.3584], [-5.1997, -5.2612, 0.6006], [-4.1620, -6.3511, -0.3519], [-5.3098, -4.8943, -1.6766], [-4.3748, -1.3398, -3.8750], [7.7455, 6.1882, 3.9923], [-1.9141, -2.8003, 0.6949], [-5.7611, -3.3835, -3.5702], [-2.5938, -1.4144, 4.4388], [-1.8847, -5.8256, -1.7717], [-0.2111, -6.4241, -1.9340], [2.1413, 4.9007, 2.6141], [0.4045, 4.6599, 4.3430], [0.8831, -2.7044, 2.4199], [4.7133, 3.1630, 4.0593]],
  "forces_ev_per_a": [[-0.7389, 0.2552, -0.3256], [0.0064, 0.0201, 0.0036], [0.0090, -0.0073, 0.0022], [-0.0134, -0.0005, -0.0077], [0.0149, -0.0365, 0.0128], [-0.0034, -0.0551, 0.0034], [-0.0910, 0.0492, -0.0993], [-0.0536, 0.0408, 0.0385], [-0.1212, -0.0002, -0.0073], [-0.0131, -0.0055, -0.0113], [0.0239, -0.0306, -0.0189], [0.5678, -0.1697, 0.4159], [0.0363, 0.0211, 0.0192], [-0.0183, 0.0447, 0.0730], [-0.0345, 0.0951, -0.1336], [0.0022, -0.0022, -0.0032], [0.0021, -0.0108, 0.0300], [-0.0072, -0.0488, 0.0450], [0.0028, -0.0204, -0.0234], [-0.0042, -0.0074, -0.0154], [0.0004, 0.0241, 0.0152], [0.0352, 0.0499, 0.0065], [0.0104, -0.0016, 0.0011], [0.0181, 0.0065, 0.0094], [0.0122, -0.0271, -0.0171], [0.0078, 0.0134, -0.0052], [0.0060, -0.0150, 0.0062], [-0.0573, -0.0177, -0.0179], [-0.0067, 0.0213, 0.0103], [0.0401, -0.0429, -0.0768], [0.0012, -0.0002, -0.0059], [0.0094, 0.0075, 0.0027], [-0.0135, -0.0291, -0.0086], [0.0040, 0.0017, 0.0158], [-0.0240, -0.0306, -0.0147], [0.0001, -0.0017, 0.0021], [0.0013, -0.0572, -0.0180], [-0.0025, -0.0049, 0.0075], [-0.0677, 0.0572, 0.0047], [0.0132, 0.0104, 0.0099], [-0.0057, 0.0025, -0.0128], [-0.0233, 0.0284, -0.0051], [0.0070, 0.0065, -0.0026], [0.0236, -0.0174, -0.0105], [-0.0012, 0.0055, -0.0066], [0.2763, -0.2687, 0.0297], [0.0201, 0.0115, 0.0308], [-0.0242, 0.0343, -0.0031], [0.0320, -0.0376, -0.0362], [-0.0063, -0.0067, -0.0005], [0.0274, -0.0127, 0.0075], [0.0040, 0.0001, -0.0006], [0.0149, 0.0002, -0.0153], [-0.0255, -0.0180, 0.0196], [0.0137, 0.0236, 0.0081], [-0.0196, 0.0802, -0.0393], [0.0383, -0.0429, -0.0150], [-0.0038, -0.0024, 0.0010], [0.0324, -0.0020, -0.0115], [-0.0016, 0.0014, 0.0049], [-0.0003, -0.0012, -0.0010], [0.0023, 0.0005, -0.0018], [0.0014, 0.0001, -0.0006], [-0.0085, 0.0002, 0.0026], [-0.0055, -0.0009, 0.0079], [-0.0030, 0.0002, 0.0038], [0.0000, 0.0037, 0.0002], [0.0606, 0.0031, 0.0994], [-0.0124, 0.0431, -0.0076], [-0.0008, 0.0173, 0.0147], [-0.0006, 0.0017, -0.0042], [-0.0040, 0.0110, 0.0265], [0.0036, 0.0062, 0.0005], [-0.0013, 0.0039, -0.0057], [0.0004, 0.0013, 0.0020], [-0.0078, 0.0081, -0.0028], [0.0015, -0.0015, 0.0006], [0.0017, -0.0013, 0.0045], [0.0023, -0.0013, -0.0074], [0.0001, -0.0018, 0.0002], [0.0057, -0.0003, -0.0015], [-0.0001, 0.0017, 0.0012], [0.0092, 0.0148, 0.0027], [0.0010, 0.0008, -0.0003], [-0.0015, 0.0002, -0.0006], [0.0152, -0.0005, -0.0089], [0.0053, 0.0033, -0.0035], [-0.0012, 0.0044, 0.0094], [-0.0014, 0.0010, 0.0050], [-0.0036, -0.0005, -0.0069], [0.0090, 0.0016, 0.0041]],
  "charge": -2,
  "homo_energy_ev": -1.98,
  "relative_energy_kcal_mol": 0.00,
  "gap_ev": 5.68
}

---

2.
{
  "formula": "C11H17B2IrN7",
  "method": "ωB97M-V with the def2-TZVPD basis set",
  "symbols": ["Ir", "N", "N", "N", "N", "N", "N", "N", "C", "C", "C", "C", "C", "C", "C", "C", "C", "C", "C", "B", "B", "H", "H", "H", "H", "H", "H", "H", "H", "H", "H", "H", "H", "H", "H", "H", "H", "H"],
  "xyz": [[0.3562, 0.1866, 1.1908], [-1.5642, -0.7410, -1.1730], [0.0569, 1.7872, -1.3104], [1.3704, -0.2856, -1.6495], [-0.0179, 1.7335, 0.0804], [-1.0386, -0.2446, -2.3534], [1.4845, -0.5140, -0.2901], [0.0437, 0.4876, 2.9547], [-2.7101, -1.3509, -1.5261], [2.5450, -1.3527, -0.1011], [-0.2618, 3.8589, -0.5759], [-0.0519, 0.4669, 4.1302], [-0.2714, 3.0081, 0.5239], [-0.2402, -2.1156, 1.6255], [-1.8179, -0.5622, -3.4119], [3.1229, -1.6087, -1.3442], [-0.0535, 3.0637, -1.6975], [-2.9220, -1.2748, -2.9288], [2.3652, -0.9255, -2.2867], [-0.0403, 0.2065, 5.6698], [0.2600, 0.5809, -2.2679], [0.9334, -0.5045, 5.8650], [0.5766, 0.9308, -3.3649], [-0.4306, 3.2003, 1.5696], [-1.5441, -0.2643, -4.4097], [-3.7388, -1.6664, -3.4910], [-1.0402, -0.4475, 5.8939], [2.7742, -1.7122, 0.8867], [0.0090, 1.2360, 6.3338], [0.1077, -3.1258, 1.3317], [3.9830, -2.2211, -1.5286], [0.7303, -1.5519, 1.9219], [-3.3615, -1.8216, -0.8066], [-0.9239, -2.1700, 2.4791], [-0.3900, 4.9271, -0.5780], [0.0320, 3.2648, -2.7593], [-0.7770, -1.6432, 0.7595], [2.4445, -0.8351, -3.3618]],
  "forces_ev_per_a": [[0.1923, -2.0882, -2.2969], [-2.7340, -1.4168, -0.4678], [0.2299, 0.2296, -0.4111], [1.4236, -0.6781, -1.1812], [-0.2326, 1.8016, 0.6048], [-0.9288, -0.2612, -2.3128], [1.7622, -1.4763, -0.4860], [-1.1529, 1.7436, 0.5668], [1.5340, 0.6886, 1.5796], [-1.2851, 0.9365, -0.2336], [-0.3584, 0.7162, 1.7920], [0.4494, -0.8688, 3.5547], [0.2018, 0.0666, -1.1549], [-0.4666, 0.2401, -0.0834], [2.8552, 1.6081, 1.0349], [1.2271, -1.1785, 1.7002], [0.2789, -2.0755, -0.4994], [-0.6277, -0.4481, 0.5581], [-2.6742, 2.1193, -0.5405], [0.4428, 1.2360, -3.0041], [-0.3308, 0.1212, -0.4194], [0.3995, -0.3881, 0.0466], [0.0132, 0.0912, 0.2524], [0.0672, 0.1654, 0.1363], [-0.0742, 0.0218, -0.2485], [-0.4874, -0.2470, -0.3408], [-0.8364, -0.3778, 0.5741], [0.4098, -0.0332, 0.0265], [-0.2884, 0.1583, 0.4214], [0.1053, 0.6322, 0.0036], [0.3606, -0.2441, -0.1133], [-0.0846, -0.6863, 0.4192], [0.0238, -0.0363, 0.1204], [0.3985, 0.0464, -0.0585], [-0.0600, 0.2162, 0.0873], [-0.0746, 0.3943, 0.1025], [0.1044, -0.5921, 0.3481], [0.2171, -0.1367, -0.0774]],
  "charge": 4,
  "homo_energy_ev": [-23.85, -22.41],
  "s2": 8.859,
  "multiplicity": 6,
  "gap_ev": [9.21, 4.31]
}